Record 1
123
Properties=species:S:1:pos:R:3:mulliken_charge:R:1 method="wB97M-V/def2-TZVPD" total_charge=+1 de_lowest_kj_mol=1579.1 orbital_gap_ev=5.20 lumo_ev=-4.6 fmax_ev_per_a=9.16
O 8.19 2.64 2.27 -0.29
O -6.72 -3.75 -0.64 -0.37
O 7.62 -0.55 -2.32 -0.53
O 5.73 0.87 -3.09 -0.34
O 7.69 3.80 6.62 -0.43
O -10.53 -2.61 -5.25 -0.33
O 3.02 -2.32 3.75 -0.55
O -7.06 0.11 -4.21 -0.37
N 1.69 -1.36 0.00 1.02
N 0.11 -4.87 -0.03 -0.50
N 0.98 -2.42 -0.46 -1.18
N 9.17 4.87 4.05 -0.33
N -10.06 0.37 -5.12 -0.32
C -0.78 2.57 1.19 -0.45
C 2.39 -1.12 1.32 0.44
C -11.15 -1.64 -6.10 -0.80
C -5.42 -4.40 -0.26 -0.50
C 0.87 -3.61 0.43 0.26
C 1.39 -5.07 2.90 -0.59
C -1.99 2.22 0.10 -0.57
C 9.97 3.75 3.52 -0.27
C -2.98 1.02 0.59 -0.29
C 6.62 0.34 -2.03 0.53
C -4.29 0.79 -0.43 -0.47
C 4.91 -0.23 -3.68 -0.50
C -8.98 1.36 -5.19 -0.75
C -6.19 -1.20 -0.73 0.07
C 2.33 1.55 2.04 -0.56
C -7.42 -1.26 -4.16 -0.48
C 2.20 -6.29 2.09 -0.80
C 9.09 4.06 6.49 -0.48
C -7.54 0.82 -5.35 -0.49
C -6.86 -2.48 0.11 -0.57
C 0.97 1.29 2.92 -0.68
C 9.44 5.16 5.46 -0.65
C -11.12 -2.69 -3.96 -0.69
C -5.18 -0.42 0.30 -0.71
C 7.18 2.89 5.66 -0.49
C 7.11 3.40 1.72 -0.54
C -0.41 1.21 2.04 0.00
C 2.35 -2.36 2.44 0.04
C 6.50 0.76 -0.43 -0.35
C 9.46 3.30 2.15 -0.85
C -10.21 -0.44 -6.33 -0.18
C 1.52 -3.73 1.96 0.27
C 3.23 0.21 1.76 0.18
C 3.31 0.06 -3.27 -0.70
C 3.26 0.03 -1.63 0.01
C 1.77 -0.16 -0.98 -0.37
H -4.62 -3.53 -0.17 0.15
H -9.20 2.05 -6.01 0.42
H 11.01 4.06 3.44 0.42
H 3.67 1.08 -1.23 0.06
H 1.34 0.81 -0.46 -0.25
H -2.68 3.18 -0.07 0.30
H 6.81 3.43 4.79 0.15
H -3.41 1.32 1.66 0.20
H -7.00 -0.43 -1.09 0.26
H 9.41 4.43 7.47 0.35
H -5.13 -5.19 -1.08 0.24
H -4.91 1.77 -0.60 0.35
H -10.62 0.18 -7.13 0.40
H 0.13 3.03 0.59 0.13
H 5.66 1.57 -0.23 0.02
H 6.89 4.26 2.35 0.38
H 2.10 2.19 1.05 0.14
H 2.94 1.11 -3.72 0.31
H -12.21 -2.82 -4.04 0.34
H -9.03 1.94 -4.26 0.37
H 4.00 -0.80 -1.26 0.26
H 2.63 -0.77 -3.76 0.38
H 10.16 2.55 1.75 0.41
H 1.04 -0.37 -1.90 0.54
H 1.07 0.36 3.65 0.22
H -4.45 -1.21 0.82 0.25
H 3.12 -6.70 2.69 0.33
H 9.65 3.14 6.33 0.34
H 6.23 2.76 1.70 -0.13
H 7.91 2.13 5.37 0.27
H 2.55 -5.92 1.03 0.30
H 9.92 2.88 4.19 0.18
H -12.12 -1.32 -5.72 0.39
H -0.64 -4.62 -0.72 0.32
H 0.86 2.23 3.65 0.37
H -3.83 0.34 -1.42 0.21
H -6.30 -2.58 1.15 0.32
H -1.22 3.42 1.88 0.40
H -0.39 -5.32 0.77 0.26
H 7.52 1.17 0.02 0.30
H -5.59 -1.57 -1.68 0.05
H 4.10 0.51 1.00 -0.73
H 8.18 4.65 3.95 0.05
H 0.30 -5.47 3.05 0.31
H -9.24 -0.84 -6.66 0.16
H -11.32 -2.13 -7.06 0.39
H 7.33 3.72 0.70 0.46
H -10.71 -3.56 -3.45 0.23
H -5.84 0.03 1.19 0.23
H 5.06 -0.34 -4.84 0.32
H 1.48 -7.22 1.90 0.24
H 9.43 4.13 1.43 0.42
H 3.61 -3.15 3.75 0.36
H 10.49 5.44 5.58 0.39
H -8.36 -1.38 -3.61 0.15
H 5.22 -1.22 -3.10 0.31
H -5.48 -4.94 0.78 0.24
H -10.89 -1.80 -3.37 0.29
H -7.50 -1.70 -5.16 0.34
H 1.98 -4.93 3.93 0.22
H -7.41 0.23 -6.26 0.35
H -9.87 -0.25 -4.33 0.05
H -6.89 1.69 -5.45 0.34
H -0.37 0.30 1.29 -0.24
H -8.02 -2.25 0.28 0.29
H 8.84 6.05 5.71 0.37
H -6.65 -1.80 -3.61 0.15
H 3.80 -0.02 2.78 0.50
H -2.46 -0.06 0.62 0.07
H -1.49 2.00 -0.94 0.20
H -1.30 1.05 2.81 0.40
H 6.21 -0.17 0.26 0.24
H 3.01 2.28 2.70 0.41
H 6.32 2.38 6.11 0.30

=====

Record 2
154
Properties=species:S:1:pos:R:3:mulliken_charge:R:1 method="wB97M-V/def2-TZVPD" total_charge=+1 de_lowest_kj_mol=1225.0 orbital_gap_ev=7.87 lumo_ev=-3.3 fmax_ev_per_a=8.27
Cl 10.39 -4.86 -6.12 -0.15
Cl -0.33 3.03 2.76 -0.08
Cl -2.47 -4.50 -2.92 -0.12
Cl 12.67 -6.20 -4.89 -0.15
Cl 1.19 10.29 -14.75 -0.16
Cl 5.82 -3.00 2.91 -0.10
Cl -5.12 8.13 2.05 -0.12
Cl 1.11 10.08 -6.73 -0.15
Cl -10.09 -6.08 2.84 -0.15
Cl 2.55 2.71 3.07 -0.15
Cl 9.55 -3.32 -1.75 -0.16
Cl -2.25 -7.34 -2.33 -0.14
Cl -0.65 -9.25 1.52 -0.07
Cl 8.54 -2.79 1.90 -0.10
Cl 0.78 7.31 -4.08 -0.15
Cl -4.62 7.88 4.91 -0.15
Cl 2.06 13.02 -15.27 -0.16
Cl 9.95 -0.78 -0.40 -0.16
Cl -2.55 -7.43 2.79 -0.12
Cl -7.57 -4.87 3.68 -0.16
Cl 0.09 -11.81 0.28 -0.15
Cl -4.71 -6.56 1.21 -0.17
Cl 3.52 12.21 -10.92 -0.17
Cl -1.73 6.09 -4.92 -0.12
Cl 1.98 -13.63 -0.99 -0.15
Cl 4.08 1.02 -1.97 -0.18
Cl -6.59 -6.29 -1.01 -0.17
Cl 1.30 10.43 -10.29 -0.14
Cl -1.47 10.17 -5.37 -0.13
S 4.36 -0.94 -1.28 1.04
P -2.90 -3.26 3.09 0.50
F -0.37 -0.17 3.33 -0.41
O -4.46 -2.53 2.89 -0.50
O 5.69 -1.46 -1.96 -0.57
O -1.14 -5.43 4.89 -0.48
O 1.41 -3.86 5.38 -0.65
O 3.20 -1.84 -1.79 -0.55
O -2.37 -4.16 1.70 -0.06
N -1.67 -2.15 3.74 0.54
N 0.80 -3.42 2.98 0.95
N -2.38 -4.16 6.74 -0.05
C -1.15 6.17 -0.86 -0.40
C -3.37 -3.03 6.81 -0.72
C -0.83 -2.75 4.84 -0.75
C 0.98 2.66 3.88 0.09
C 11.05 -5.54 -4.63 -0.01
C 0.35 -2.33 2.01 -0.67
C 3.77 -0.02 1.47 -0.70
C -1.79 5.12 -1.96 -0.37
C -5.12 8.97 3.61 -0.29
C -4.96 -5.94 -0.43 0.50
C -3.14 2.71 -2.08 -0.65
C 1.56 -1.46 1.35 -0.32
C -1.72 8.02 1.12 -0.74
C -4.37 1.43 -0.08 -0.59
C 2.61 -0.78 2.41 0.53
C 1.76 -12.05 -0.23 -0.24
C 7.13 -3.84 2.07 -0.37
C 4.67 -1.07 0.58 -0.39
C 3.00 10.82 -9.96 -0.20
C -1.87 -6.06 -3.49 -0.32
C 0.78 -2.94 4.42 -0.13
C 2.41 11.51 -14.40 0.17
C -0.87 -1.44 2.68 0.57
C -0.20 6.79 -5.46 -0.22
C -2.99 0.13 1.84 0.13
C -1.78 -0.90 1.39 -0.86
C -0.87 -7.67 2.29 -0.10
C -2.26 6.73 0.22 -0.20
C -0.12 11.12 -6.01 -0.25
C 9.20 -1.59 -1.77 0.25
C -8.55 -5.39 2.30 -0.08
C -4.27 0.02 0.80 -0.49
C -1.60 -4.20 8.04 -0.95
C 2.08 -4.12 2.57 -0.59
C -2.37 3.82 -1.10 -0.31
C -3.16 1.30 -1.23 0.21
B -1.49 -4.10 5.51 0.96
H -8.75 -4.53 1.66 0.27
H -1.45 7.65 2.21 0.20
H -2.51 5.82 0.96 0.11
H 2.03 -11.27 -0.94 0.27
H 1.13 -0.56 0.68 0.36
H 0.33 11.70 -5.19 0.27
H -3.31 -0.07 2.97 0.30
H 2.41 -11.98 0.65 0.28
H -2.68 5.60 -2.55 0.21
H -4.26 3.02 -2.26 0.29
H -3.18 4.14 -0.30 0.07
H -4.11 2.31 0.67 0.17
H 5.81 -0.78 0.73 0.33
H 0.04 -4.17 2.92 0.05
H -4.43 9.81 3.56 0.25
H -0.94 4.69 -2.66 0.35
H -8.00 -6.14 1.74 0.11
H -3.38 0.35 -1.89 0.28
H 2.11 -2.17 0.57 0.10
H 0.98 3.39 4.69 0.43
H 3.39 11.14 -14.71 0.27
H 0.83 1.66 4.29 -0.23
H 2.17 0.07 3.09 -0.50
H 9.60 -1.16 -2.70 0.29
H 3.05 -3.70 3.08 0.14
H -2.54 2.52 -3.07 0.26
H -0.60 -6.89 1.57 0.06
H -0.77 8.53 0.63 0.29
H -2.33 -6.30 -4.45 0.32
H -2.41 -4.19 8.92 0.34
H -0.16 -2.92 1.10 0.07
H -0.35 5.57 -0.24 0.15
H 3.19 -1.52 3.09 0.10
H -0.64 7.03 -1.50 0.21
H 10.39 -6.34 -4.28 0.26
H 1.26 -1.88 4.58 0.40
H 1.99 -5.26 2.93 0.30
H -1.02 -5.21 8.12 0.24
H -3.28 7.02 -0.32 0.26
H -4.23 -6.42 -1.10 -0.28
H -0.78 -6.00 -3.61 0.27
H 3.62 9.96 -10.21 0.30
H 6.79 -4.14 1.08 0.22
H -2.13 -1.77 0.68 0.25
H 8.12 -1.44 -1.73 -0.17
H -5.17 -3.18 3.23 0.25
H 4.51 0.63 2.14 0.30
H -1.50 3.24 -0.54 0.06
H -0.22 -7.60 3.16 0.28
H -0.81 -1.93 5.71 0.01
H -4.39 -3.49 7.23 0.23
H -2.59 1.25 1.83 -0.04
H -0.40 7.65 -6.10 0.14
H 3.11 11.06 -8.90 0.21
H -1.02 -0.24 0.75 0.03
H -5.42 1.58 -0.59 0.36
H -3.02 -2.27 7.65 0.34
H -5.31 -0.09 1.34 0.28
H -6.13 9.33 3.81 0.31
H -1.97 -5.85 4.51 0.17
H -3.64 -2.53 5.79 0.11
H 1.47 -3.39 6.29 0.43
H 0.35 6.03 -6.02 0.35
H 2.42 11.72 -13.33 -0.13
H -0.93 -3.24 8.07 0.26
H -4.80 -4.86 -0.43 0.10
H 11.11 -4.75 -3.87 0.05
H -0.50 11.81 -6.77 0.28
H 2.22 -4.19 1.39 0.39
H -2.62 8.77 1.26 0.10
H -4.09 -0.84 -0.01 0.11
H 3.20 0.71 0.76 0.39
H 4.57 -2.19 0.94 0.09
H -2.78 -5.08 1.84 -0.18
H 7.42 -4.72 2.65 0.40
H -2.16 1.11 -0.65 -0.36

=====

Record 3
123
Properties=species:S:1:pos:R:3:mulliken_charge:R:1 method="wB97M-V/def2-TZVPD" total_charge=0 de_lowest_kj_mol=0.0 orbital_gap_ev=8.66 lumo_ev=-0.9 smiles="CC(=O)OCCCCCCC1=CC(=O)OC1=O.CCOCC.CCOCC.CCOCC.CCOCC.CCOCC.CCOCC" fmax_ev_per_a=1.66
O 2.43 -4.91 1.77 -0.47
O -1.68 -4.10 3.57 -0.56
O 6.36 0.08 -3.08 -0.38
O 2.64 -0.09 3.85 -0.61
O -6.60 -1.41 -3.62 -0.40
O -2.44 -4.35 1.41 -0.29
O -6.24 1.94 1.01 -0.26
O -2.40 -3.35 -0.64 -0.66
O 1.44 2.10 -1.46 -0.38
O 0.59 0.23 3.04 -0.36
O 5.62 6.85 0.27 -0.44
C 0.87 -6.77 1.36 -1.44
C -5.56 1.92 -1.36 -1.16
C 8.37 -1.05 -2.21 -1.14
C 1.44 -2.07 3.31 -0.16
C 6.26 4.47 0.29 -0.67
C -3.72 -1.90 3.83 -0.59
C 6.96 7.45 2.25 -1.09
C 5.62 7.02 1.67 -0.24
C -6.18 1.18 -0.19 0.90
C -2.75 -3.32 0.52 0.55
C -5.76 -1.83 -2.56 0.45
C -4.43 -2.41 -3.00 -0.62
C 1.62 -0.58 3.41 0.46
C -0.07 -0.10 1.82 0.21
C 1.15 -5.44 2.04 0.40
C 2.21 3.81 0.14 -1.32
C 4.89 -1.86 -3.03 -0.82
C 2.11 2.35 -0.23 0.37
C -3.50 -2.29 1.29 0.05
C -8.45 2.94 0.59 -1.04
C 2.71 -4.64 0.41 -0.37
C -2.38 -3.74 2.66 -0.02
C -1.42 0.62 1.76 -0.52
C -3.27 -2.53 2.58 -0.09
C -6.99 -2.41 -4.54 -0.34
C 2.02 2.65 -2.63 -0.45
C 6.51 5.87 -0.24 -0.45
C -4.41 -0.55 3.72 -1.36
C -3.71 0.54 2.89 0.30
C 3.44 2.17 -2.93 -0.60
C 7.11 -0.25 -1.92 -0.11
C 5.85 -1.00 -3.82 -0.55
C -7.75 -3.57 -3.92 -1.02
C 1.77 -3.64 -0.24 -0.65
C -2.19 0.66 3.10 -0.94
C -6.99 3.14 0.95 -0.42
H -3.83 -2.65 -2.13 -0.06
H 1.21 4.26 0.20 0.36
H -5.43 -0.66 3.40 0.40
H -6.29 -2.53 -1.91 0.28
H 2.69 3.91 1.12 0.39
H 3.46 1.08 -2.99 0.00
H 6.40 4.41 1.37 0.34
H -0.25 -1.16 1.72 -0.19
H -2.00 0.14 0.99 0.45
H 5.25 6.12 2.17 0.22
H 3.11 1.89 -0.24 0.15
H 1.12 -5.57 3.12 0.38
H -6.52 3.85 0.26 0.33
H 1.78 -2.70 0.31 -0.01
H 7.38 0.71 -1.47 0.18
H 8.92 -1.23 -1.29 0.40
H 5.37 -2.32 -2.17 0.24
H 8.14 -2.02 -2.66 0.28
H 2.74 -5.57 -0.17 0.34
H 3.78 2.58 -3.88 0.51
H -4.55 -3.32 -3.59 0.33
H 1.51 -2.38 2.28 -0.29
H -4.17 1.48 3.18 0.54
H -7.62 -1.91 -5.27 0.36
H -1.80 -0.08 3.78 0.43
H -1.98 1.63 3.52 0.35
H 1.53 1.82 0.52 -0.13
H -4.12 -1.52 0.89 0.81
H -8.65 -3.20 -3.41 0.28
H -3.88 -1.69 -3.61 0.32
H -7.16 -4.11 -3.19 0.26
H 1.62 -7.51 1.65 0.33
H 4.15 2.47 -2.16 0.07
H 4.88 7.80 1.86 0.39
H 6.48 -0.77 -1.19 0.29
H 6.94 3.76 -0.17 0.28
H -5.57 -0.93 -1.97 -0.49
H 3.72 -4.24 0.40 0.31
H 0.37 -4.71 1.79 -0.18
H 0.46 -2.38 3.68 0.22
H -4.43 -2.60 4.27 0.53
H 0.74 -4.00 -0.27 0.19
H -4.55 2.26 -1.10 0.27
H -6.92 3.57 1.95 0.34
H 6.87 7.61 3.32 0.41
H 2.79 4.38 -0.58 0.32
H -8.57 2.51 -0.40 0.25
H -8.06 -4.27 -4.69 0.40
H -7.17 0.80 -0.45 0.37
H -8.93 2.26 1.30 0.29
H -5.56 0.31 0.06 -0.92
H 2.08 -3.44 -1.27 0.44
H 6.37 5.88 -1.32 0.34
H -8.98 3.89 0.61 0.39
H 7.55 6.17 -0.06 0.33
H 0.51 0.23 0.97 0.09
H 2.22 -2.54 3.88 0.42
H 4.07 -1.24 -2.65 0.17
H -4.47 -0.17 4.74 0.42
H 6.66 -1.60 -4.25 0.36
H -5.50 1.27 -2.23 0.41
H 4.47 -2.66 -3.64 0.46
H 1.99 3.75 -2.60 0.32
H 7.29 8.37 1.78 0.28
H 9.01 -0.51 -2.91 0.29
H 7.73 6.69 2.09 0.28
H 0.88 -6.68 0.28 0.30
H -6.14 2.80 -1.64 0.36
H 5.24 4.16 0.07 0.02
H -2.87 -1.88 4.51 0.39
H -6.11 -2.79 -5.09 0.29
H -3.93 0.44 1.84 -0.59
H -0.11 -7.14 1.66 0.45
H 1.35 2.34 -3.44 0.35
H -1.26 1.64 1.43 0.43
H 5.32 -0.55 -4.66 0.35